1.
{
  "formula": "C5H9N2O2",
  "method": "ωB97M-V/def2-TZVPD",
  "e_tot_ha": -455.6070,
  "spin_multiplicity": 1,
  "max_force_ev_per_a": 4.05,
  "charge": 1,
  "gap_ev": 8.99,
  "e_homo_ev": -13.02,
  "symbols": ["N", "N", "H", "H", "C", "O", "H", "H", "O", "H", "C", "C", "H", "H", "C", "H", "H", "C"],
  "coordinates": [[0.611, 1.196, 0.093], [-1.262, 1.028, -1.360], [2.705, 1.229, 0.457], [-1.711, 1.951, -1.312], [0.669, -1.533, 0.225], [-1.381, 0.953, 1.091], [-1.936, 0.291, 1.519], [-1.314, -2.682, -0.075], [-1.585, -1.734, -0.209], [0.813, -2.572, 0.238], [-0.686, 0.497, -0.169], [1.872, -0.809, 0.445], [2.764, -1.361, 0.689], [0.313, 1.925, 0.727], [1.868, 0.533, 0.385], [-1.904, 0.435, -1.775], [0.640, 1.638, -0.752], [-0.477, -0.984, -0.216]],
  "nbo_charge": [-0.527, -0.843, 0.251, 0.409, -0.312, -0.748, 0.515, 0.511, -0.641, 0.234, 0.493, -0.151, 0.260, 0.463, -0.077, 0.408, 0.442, 0.314]
}

***

2.
{
  "formula": "C20H21NO5",
  "method": "ωB97M-V/def2-TZVPD",
  "e_tot_ha": -1205.6347,
  "spin_multiplicity": 1,
  "max_force_ev_per_a": 0.81,
  "charge": 0,
  "gap_ev": 7.84,
  "e_homo_ev": -7.91,
  "symbols": ["H", "H", "H", "H", "C", "C", "H", "H", "H", "H", "O", "H", "C", "C", "H", "C", "H", "H", "C", "H", "O", "C", "N", "O", "C", "H", "C", "O", "C", "H", "C", "H", "C", "C", "H", "C", "O", "C", "H", "C", "H", "C", "C", "C", "H", "C", "H"],
  "coordinates": [[5.971, 2.552, 0.061], [-4.040, 2.388, -2.837], [-4.512, -1.393, 1.944], [0.230, -3.502, -0.506], [-4.080, -0.933, 1.067], [3.413, 0.533, 0.057], [1.593, 3.932, 2.115], [-1.963, -1.618, -1.481], [-2.649, 3.016, -1.945], [0.319, 0.682, 1.434], [2.374, 2.375, 1.147], [2.174, -2.579, -0.572], [1.109, -1.031, 0.452], [1.178, 0.279, 0.923], [3.736, -2.711, -2.299], [-0.452, -2.947, 0.122], [4.887, 2.332, 1.457], [0.379, 2.945, 1.268], [2.300, 1.070, 0.724], [4.310, 3.195, 0.010], [4.472, -1.231, -1.042], [-3.872, 0.967, -0.410], [-2.831, -2.944, 0.678], [4.590, 1.147, -0.225], [-3.736, 2.979, -1.976], [5.487, -2.668, -1.982], [-4.273, 2.362, -0.706], [-4.999, 2.983, 0.040], [-4.420, 0.355, 0.721], [1.107, 2.360, 2.793], [4.502, -2.547, -1.534], [-4.126, 3.988, -2.075], [-1.684, -3.676, 0.460], [-2.986, 0.231, -1.198], [-0.818, -1.291, 1.337], [3.345, -0.800, -0.413], [-1.706, -4.881, 0.619], [1.294, 2.915, 1.868], [-2.563, 0.657, -2.094], [-0.113, -1.773, 0.671], [-5.117, 0.922, 1.320], [4.940, 2.378, 0.367], [-2.639, -1.058, -0.855], [2.210, -1.562, -0.223], [-3.558, -3.467, 1.152], [-3.161, -1.649, 0.298], [4.379, -3.282, -0.732]],
  "nbo_charge": [0.189, 0.230, 0.216, 0.220, -0.257, 0.286, 0.202, 0.219, 0.229, 0.218, -0.509, 0.218, -0.085, -0.274, 0.175, -0.318, 0.179, 0.178, 0.230, 0.185, -0.479, -0.200, -0.621, -0.491, -0.717, 0.203, 0.576, -0.544, -0.126, 0.179, -0.251, 0.239, 0.650, -0.181, 0.208, 0.275, -0.582, -0.250, 0.218, -0.107, 0.239, -0.239, -0.197, -0.289, 0.413, 0.166, 0.177]
}

***

3.
{
  "formula": "C4H6N4",
  "method": "ωB97M-V/def2-TZVPD",
  "e_tot_ha": -374.9837,
  "spin_multiplicity": 1,
  "max_force_ev_per_a": 5.68,
  "charge": 0,
  "gap_ev": 9.20,
  "e_homo_ev": -8.55,
  "symbols": ["H", "H", "N", "C", "C", "H", "N", "H", "C", "H", "N", "N", "H", "C"],
  "coordinates": [[-2.496, 1.182, 0.009], [0.513, -2.187, 0.664], [-1.766, -1.608, -0.102], [-0.840, -0.759, 0.009], [1.316, -0.070, 0.028], [3.102, 1.036, -0.120], [0.498, -1.220, 0.036], [-2.762, -1.314, -0.259], [2.667, 0.000, -0.009], [3.372, -0.787, 0.263], [-1.694, 1.757, 0.198], [0.532, 1.058, -0.189], [0.838, 1.986, -0.098], [-0.736, 0.858, -0.038]],
  "nbo_charge": [0.333, 0.456, -0.680, 0.375, 0.335, 0.204, -0.626, 0.368, -0.522, 0.223, -0.696, -0.577, 0.424, 0.383]
}

***

4.
{
  "formula": "C33H69N2O12P2",
  "method": "ωB97M-V/def2-TZVPD",
  "e_tot_ha": -2993.5965,
  "spin_multiplicity": 1,
  "max_force_ev_per_a": 9.58,
  "charge": -1,
  "gap_ev": 3.57,
  "e_homo_ev": -4.12,
  "symbols": ["H", "H", "O", "H", "C", "O", "H", "C", "H", "H", "C", "H", "H", "H", "C", "C", "H", "O", "H", "H", "O", "C", "H", "C", "C", "H", "H", "C", "H", "C", "H", "C", "H", "H", "H", "C", "H", "H", "C", "H", "H", "H", "H", "O", "H", "O", "C", "C", "H", "H", "H", "H", "O", "H", "H", "H", "H", "H", "C", "H", "N", "H", "O", "H", "H", "C", "O", "H", "P", "H", "H", "H", "H", "C", "H", "H", "H", "C", "C", "H", "C", "H", "O", "C", "C", "H", "H", "C", "H", "C", "C", "O", "H", "H", "O", "N", "C", "H", "H", "H", "P", "H", "C", "H", "H", "H", "H", "H", "C", "C", "H", "H", "H", "C", "C", "C", "H", "H"],
  "coordinates": [[-3.318, -3.057, 5.095], [2.645, -4.535, 4.343], [4.488, -7.327, 4.663], [-2.668, -0.638, 1.494], [-0.779, 0.794, 0.113], [6.018, -9.150, 5.455], [-5.853, 6.710, -4.004], [4.905, -10.622, 6.989], [-6.897, 8.467, -6.284], [1.671, 0.579, 3.916], [6.210, -9.948, 6.614], [0.360, 2.593, -0.586], [6.859, -4.934, 5.210], [-5.019, 11.610, -5.935], [-6.126, 11.205, -4.145], [-3.427, 2.907, -4.463], [-0.151, -2.893, 7.138], [-2.595, 8.470, -6.070], [-1.318, 10.632, -6.963], [-3.461, -2.282, 1.558], [-3.857, 10.120, -7.222], [0.911, 1.301, 3.432], [-3.363, 1.895, -5.011], [-1.294, -2.470, 1.097], [6.929, -6.217, 3.466], [-1.059, 0.534, 2.787], [0.827, -3.042, 1.408], [-2.491, -1.721, 1.850], [3.533, -6.099, 6.080], [3.496, -5.187, 4.143], [-0.088, 9.754, -7.892], [0.909, -0.912, 0.811], [8.469, -5.522, 4.806], [6.612, -9.360, 7.443], [-6.574, 12.198, -4.065], [1.102, -1.253, -0.761], [-2.476, 1.814, -1.846], [-3.993, 3.604, -5.183], [-0.966, 2.611, -3.416], [-1.493, 3.473, -5.405], [0.351, 1.197, -1.815], [0.222, -1.976, 2.753], [-0.695, 1.610, -3.915], [-4.171, 9.999, -4.887], [-1.733, 3.457, -1.472], [2.804, -1.532, 2.553], [-2.421, -1.757, 3.447], [2.429, -0.855, 1.406], [4.563, -11.268, 6.176], [-1.977, -2.731, 6.798], [-1.888, 4.588, -4.006], [-3.544, -3.705, 3.401], [6.748, -7.465, 4.119], [2.989, -2.596, -0.585], [7.605, -6.394, 2.625], [7.721, -4.244, 3.824], [1.569, -4.811, -2.443], [-7.862, 7.386, -5.264], [1.855, -4.090, -3.281], [-1.397, -2.303, -0.041], [0.335, 0.450, 1.034], [-1.414, -3.613, 1.232], [-1.630, -4.090, 4.163], [0.036, 3.176, -3.311], [-1.358, -0.092, -0.308], [-6.871, 7.546, -5.692], [-4.509, 7.743, -5.113], [1.709, -0.380, -1.187], [-4.154, 9.001, -6.219], [0.550, -5.014, -4.587], [-6.027, 8.451, -3.913], [-3.261, -1.054, 3.822], [2.506, -6.927, 4.911], [-2.770, -3.198, 4.089], [0.092, -1.396, -1.305], [-0.740, -1.616, 5.933], [5.022, -11.227, 7.892], [0.183, -2.103, 1.607], [7.530, -5.166, 4.375], [-2.251, 8.537, -8.127], [-0.940, -2.666, 6.332], [3.484, -5.472, 3.088], [5.184, -7.493, 6.954], [-0.288, 1.786, -1.063], [-1.707, 8.509, -7.180], [1.448, -1.898, -3.135], [-1.128, 7.581, -7.170], [-1.930, 3.496, -4.340], [4.412, -4.613, 4.315], [-1.506, 2.421, -1.902], [-5.825, 7.627, -4.600], [3.344, -0.188, 0.793], [-0.125, -3.696, -3.872], [1.309, -3.501, -0.773], [0.453, -4.223, 5.061], [0.751, -4.029, -4.319], [-0.683, -3.688, 5.136], [-6.842, 10.548, -4.648], [5.981, -5.881, 3.041], [-6.646, 6.727, -6.379], [5.862, -7.506, 5.580], [-4.150, 11.984, -4.448], [1.944, -2.585, -1.032], [0.872, 2.390, 3.802], [-3.984, 2.844, -3.472], [3.227, -2.284, -2.891], [6.956, -10.709, 6.370], [-5.967, 10.806, -3.140], [0.026, 0.736, 2.445], [2.167, -2.650, -2.652], [4.111, -9.891, 7.161], [-1.455, -1.302, 3.883], [2.771, -4.488, -3.861], [3.461, -6.410, 5.036], [-0.768, 9.691, -7.039], [-4.823, 11.262, -4.918], [-0.176, 9.600, -6.124], [-1.542, 1.408, 0.728]],
  "lowdin_charge": [0.116, 0.055, -0.219, 0.093, -0.208, -0.232, 0.126, -0.082, 0.066, 0.063, -0.314, 0.125, 0.068, 0.101, -0.087, -0.139, 0.102, -0.226, 0.071, 0.108, -0.247, -0.018, 0.079, -0.180, -0.298, 0.094, 0.120, -0.208, 0.101, -0.070, 0.075, -0.321, 0.079, 0.100, 0.076, -0.150, 0.103, 0.062, -0.236, 0.100, 0.093, 0.109, 0.116, -0.223, 0.111, -0.194, -0.184, -0.533, 0.075, 0.079, 0.103, 0.131, -0.206, 0.123, 0.121, 0.087, 0.097, 0.083, -0.287, 0.096, -0.077, 0.113, -0.045, 0.115, 0.100, -0.086, -0.201, 0.119, 0.714, 0.055, 0.097, 0.120, 0.118, -0.190, 0.106, 0.092, 0.071, -0.120, -0.087, 0.102, -0.004, 0.083, -0.255, -0.171, -0.304, 0.096, 0.116, -0.271, 0.070, -0.212, -0.299, -0.099, 0.056, 0.099, 0.041, -0.066, -0.401, 0.063, 0.103, 0.083, 0.702, 0.120, -0.169, 0.046, 0.063, 0.111, 0.111, 0.078, -0.160, -0.189, 0.073, 0.085, 0.109, -0.290, -0.078, -0.300, 0.078, 0.119]
}